This record from the Open Molecules 2025 dataset describes a molecular structure, C13H26Al2Br5Cl2CsF7NO4P at a distorted geometry. The level of theory is the ωB97M-V functional and the def2-TZVPD basis.

Net charge = -1
Kohn-Sham gap = 1.820 eV
E_LUMO = -0.08604 Ha

Positions of all 62 atoms, in Å:
C  2.450  1.303  -2.127
C  1.122  0.839  -1.884
P  -0.567  -0.055  -1.548
N  -1.338  1.279  -2.480
Cl  0.518  -1.445  -0.296
C  -0.217  -1.106  -3.103
C  -0.247  -2.592  -3.200
C  -2.220  -0.914  -1.157
C  -3.303  -0.983  -2.375
C  -4.731  -0.177  -2.059
C  -4.741  1.139  -3.038
H  3.630  1.412  -2.057
H  -0.717  0.774  -0.345
H  -0.558  1.800  -2.967
H  -1.676  1.951  -1.736
H  0.019  -0.511  -4.109
H  0.021  -3.349  -2.350
H  -0.522  -3.041  -4.269
H  -2.726  -0.293  -0.273
H  -2.093  -2.013  -0.709
H  -2.937  -0.595  -3.414
H  -3.602  -2.127  -2.540
H  -4.801  0.108  -0.908
H  -5.624  -0.888  -2.388
H  -5.884  1.418  -3.211
H  -4.125  2.022  -2.547
H  -4.287  0.971  -4.105
O  -1.671  4.051  -0.476
H  -1.948  4.695  0.223
H  -0.685  3.947  -0.503
H  -2.032  4.302  -1.364
F  -1.885  7.060  1.139
Al  -1.584  8.391  -0.036
F  -2.370  9.901  0.551
F  -2.271  7.942  -1.640
F  0.189  8.660  -0.197
Al  -0.084  3.774  -2.186
Br  -5.784  3.490  -3.143
Br  -6.684  1.848  -1.872
C  1.911  -4.062  1.707
C  3.099  -3.212  1.294
O  4.095  -3.193  2.329
C  4.909  -4.293  2.402
O  4.824  -5.258  1.647
C  5.945  -4.124  3.512
F  5.399  -3.675  4.678
F  6.914  -3.225  3.177
F  6.593  -5.283  3.820
H  1.508  -3.720  2.665
H  1.121  -4.016  0.952
H  2.200  -5.109  1.840
H  2.773  -2.176  1.147
H  3.531  -3.551  0.345
Cl  -3.284  -3.633  -3.024
Cs  1.216  0.551  0.887
O  0.109  10.617  1.696
H  0.523  11.441  1.877
C  4.519  -5.310  7.486
Br  2.924  -6.272  6.927
Br  4.443  -4.810  9.364
Br  6.143  -6.294  7.063
H  4.550  -4.380  6.909

These are the Löwdin partial charges, in e, on atoms 1 to 6:
1. C -0.02
2. C -0.50
3. P 0.12
4. N -0.18
5. Cl -0.02
6. C -0.30


This record from the Open Molecules 2025 dataset describes 11 unconnected molecules or ions with the total composition C17H17Br2Cl30N4 at a distorted geometry. The level of theory is the ωB97M-V functional and the def2-TZVPD basis.

Net charge = +1
Kohn-Sham gap = 8.671 eV
E_LUMO = -0.11630 Ha
ΔE to the lowest compared entry with this formula, charge and spin = 0.00 kcal per mole

Positions of all 70 atoms, in Å:
C  -0.318  -3.904  -0.029
C  0.856  -3.705  -0.038
N  2.123  -3.312  -0.343
C  2.571  -2.080  -0.051
N  1.911  -1.111  0.562
C  2.761  -0.087  0.586
N  3.913  -0.404  0.023
C  5.115  0.321  -0.219
Br  6.471  0.146  1.082
C  5.232  1.039  -1.333
C  6.442  1.811  -1.724
Br  3.792  1.132  -2.566
N  3.823  -1.697  -0.392
H  -1.364  -4.075  -0.036
H  2.698  -3.975  -0.836
H  2.569  0.895  1.000
H  6.121  2.788  -2.075
H  7.002  1.311  -2.510
H  7.111  1.968  -0.885
H  4.555  -2.200  -0.867
C  0.596  3.752  0.835
Cl  0.676  3.391  -0.891
Cl  1.982  3.027  1.685
Cl  0.550  5.475  1.134
H  -0.309  3.309  1.228
C  8.775  -3.103  -0.037
Cl  7.062  -3.286  -0.471
Cl  8.943  -2.640  1.655
Cl  9.636  -4.598  -0.397
H  9.197  -2.316  -0.648
C  -2.362  0.880  -0.126
Cl  -2.140  1.557  1.495
Cl  -1.686  -0.747  -0.214
Cl  -4.063  0.885  -0.571
H  -1.825  1.507  -0.827
C  -7.899  2.152  -1.370
Cl  -7.653  2.825  0.241
Cl  -7.269  0.505  -1.460
Cl  -9.606  2.190  -1.809
H  -7.353  2.761  -2.078
C  -2.681  6.257  3.487
Cl  -1.369  7.378  3.123
Cl  -2.425  4.688  2.704
Cl  -2.859  6.055  5.227
H  -3.600  6.675  3.098
C  -12.816  0.197  -2.481
Cl  -14.542  0.182  -2.836
Cl  -12.533  0.528  -0.768
Cl  -12.066  -1.327  -2.952
H  -12.359  0.991  -3.056
C  -2.781  5.396  -2.015
Cl  -1.454  6.476  -2.436
Cl  -2.588  3.823  -2.803
Cl  -2.901  5.203  -0.263
H  -3.703  5.835  -2.373
C  -14.357  -0.567  2.396
Cl  -13.593  -0.427  3.982
Cl  -15.091  -2.157  2.193
Cl  -15.553  0.710  2.163
H  -13.589  -0.454  1.643
C  7.624  -6.524  -2.943
Cl  8.036  -5.007  -3.746
Cl  5.935  -6.511  -2.415
Cl  7.937  -7.897  -3.996
H  8.248  -6.620  -2.064
C  11.240  -4.966  4.126
Cl  12.971  -4.848  4.434
Cl  10.912  -5.010  2.389
Cl  10.555  -6.381  4.925
H  10.764  -4.085  4.536

These are the Löwdin partial charges, in e, on atoms 1 to 6:
1. C 0.14
2. C -0.15
3. N 0.12
4. C -0.31
5. N 0.22
6. C -0.07


This record from the Open Molecules 2025 dataset describes a molecular structure, C31H78CdF3O11 at a distorted geometry. The level of theory is the ωB97M-V functional and the def2-TZVPD basis.

Net charge = +1
Kohn-Sham gap = 8.255 eV
E_LUMO = -0.12442 Ha
ΔE to the lowest compared entry with this formula, charge and spin = 0.00 kcal per mole

Positions of all 124 atoms, in Å:
Cd  -1.671  -2.581  -1.229
C  -1.574  0.366  -0.127
O  -0.434  0.446  -1.005
O  -2.214  -0.750  -0.323
C  -1.198  0.545  1.352
F  -0.283  1.494  1.577
F  -2.256  0.822  2.089
F  -0.653  -0.611  1.872
C  0.272  1.682  -1.162
C  1.120  1.575  -2.416
H  1.396  2.589  -2.733
H  2.115  1.145  -2.269
H  0.609  1.114  -3.260
H  0.930  1.881  -0.323
H  -0.460  2.483  -1.304
H  -2.201  1.256  -0.366
C  -0.049  -5.249  1.970
C  -1.159  -4.329  1.513
C  -1.910  -3.663  2.628
O  -0.629  -3.304  0.601
H  0.330  -5.791  1.097
H  -0.389  -5.982  2.697
H  0.800  -4.696  2.376
H  -1.820  -4.937  0.891
H  -1.311  -2.962  3.205
H  -2.272  -4.455  3.287
H  -2.794  -3.142  2.257
H  -0.302  -2.589  1.162
C  5.332  0.746  -0.547
C  6.752  0.538  -1.021
C  7.091  -0.925  -1.188
O  6.843  1.085  -2.374
H  5.080  1.787  -0.348
H  5.161  0.127  0.341
H  4.637  0.390  -1.310
H  7.517  1.052  -0.439
H  6.341  -1.452  -1.779
H  7.196  -1.426  -0.222
H  8.047  -1.015  -1.704
H  7.097  2.011  -2.327
C  -4.212  -0.972  4.860
C  -5.572  -1.616  4.698
C  -6.290  -1.123  3.481
O  -5.517  -3.049  4.627
H  -4.432  0.085  5.039
H  -3.564  -1.035  3.984
H  -3.659  -1.351  5.720
H  -6.149  -1.338  5.589
H  -7.305  -1.516  3.442
H  -5.813  -1.496  2.565
H  -6.261  -0.036  3.419
H  -5.586  -3.403  5.517
C  2.479  -2.560  -2.817
C  1.623  -2.476  -1.558
C  2.227  -1.639  -0.462
O  0.331  -1.907  -1.937
H  2.057  -3.343  -3.452
H  3.523  -2.810  -2.638
H  2.434  -1.630  -3.386
H  1.453  -3.488  -1.192
H  2.518  -0.653  -0.843
H  3.139  -2.093  -0.079
H  1.525  -1.436  0.348
H  0.396  -0.941  -1.824
C  -5.112  2.764  -1.407
C  -5.272  1.403  -2.094
C  -6.436  1.389  -3.059
O  -4.067  1.021  -2.801
H  -5.528  3.559  -2.021
H  -4.070  2.899  -1.107
H  -5.682  2.769  -0.475
H  -5.416  0.644  -1.320
H  -7.314  1.829  -2.574
H  -6.723  0.384  -3.369
H  -6.242  1.988  -3.949
H  -3.446  1.737  -2.649
C  2.970  -0.405  2.735
C  2.481  -1.619  3.490
C  1.862  -1.230  4.823
O  1.509  -2.312  2.690
H  3.781  0.079  3.284
H  2.199  0.372  2.678
H  3.280  -0.679  1.727
H  3.320  -2.288  3.673
H  1.063  -0.503  4.659
H  2.625  -0.832  5.491
H  1.420  -2.105  5.302
H  0.736  -1.741  2.637
C  -5.492  -2.171  -0.832
C  -4.498  -3.081  -0.143
C  -5.159  -4.231  0.565
O  -3.513  -3.606  -1.122
H  -6.407  -2.689  -1.125
H  -5.038  -1.679  -1.690
H  -5.792  -1.426  -0.092
H  -3.924  -2.453  0.537
H  -4.446  -4.873  1.083
H  -5.696  -4.841  -0.168
H  -5.864  -3.827  1.290
H  -3.953  -4.277  -1.655
C  3.147  5.569  1.976
C  2.382  4.598  1.105
C  2.972  3.202  1.150
O  1.046  4.551  1.658
H  2.612  6.519  2.015
H  4.159  5.748  1.617
H  3.132  5.187  2.998
H  2.278  4.975  0.083
H  2.340  2.486  0.619
H  2.960  2.878  2.196
H  4.006  3.200  0.808
H  0.729  3.644  1.627
C  3.413  4.963  -4.294
C  4.368  4.604  -5.402
C  3.837  3.511  -6.317
O  4.587  5.770  -6.207
H  3.723  5.899  -3.832
H  3.410  4.182  -3.528
H  2.398  5.074  -4.678
H  5.309  4.236  -4.978
H  4.641  3.167  -6.965
H  3.050  3.923  -6.952
H  3.395  2.687  -5.753
H  5.518  6.006  -6.190

These are the Löwdin partial charges, in e, on atoms 1 to 6:
1. Cd 1.49
2. C -0.47
3. O -0.14
4. O -0.23
5. C -0.52
6. F 0.15


This record from the Open Molecules 2025 dataset describes C19H23N5O4 in the gas phase at a distorted geometry. The level of theory is the ωB97M-V functional and the def2-TZVPD basis.

Kohn-Sham gap = 8.520 eV
E_LUMO = 0.01211 Ha
ΔE to the lowest compared entry with this formula, charge and spin = 42.61 kcal per mole

Positions of all 51 atoms, in Å:
C  5.392  -4.951  4.728
C  4.003  -5.528  4.993
O  3.434  -6.210  3.893
C  3.125  -5.439  2.756
C  1.982  -4.440  2.968
H  2.303  -3.635  3.633
H  1.143  -4.958  3.436
C  1.533  -3.833  1.640
N  0.478  -2.868  1.840
C  -0.751  -3.009  1.325
O  -1.114  -3.922  0.617
C  -1.697  -1.852  1.709
N  -1.361  -0.642  0.983
C  -1.976  -0.364  -0.191
N  -1.781  0.671  -0.931
C  -0.865  1.544  -0.449
N  -0.452  2.718  -0.979
N  0.479  3.285  -0.191
C  0.678  2.498  0.836
C  -0.149  1.359  0.748
C  -0.355  0.184  1.532
O  0.223  -0.150  2.554
H  1.383  2.755  1.600
C  -0.855  3.355  -2.160
C  -1.800  2.784  -3.002
C  -2.179  3.435  -4.162
C  -1.619  4.665  -4.495
C  -0.669  5.232  -3.641
C  -0.289  4.587  -2.487
H  0.443  5.017  -1.824
H  -0.242  6.184  -3.910
O  -1.921  5.385  -5.607
C  -2.870  4.869  -6.510
H  -2.546  3.912  -6.930
H  -3.849  4.747  -6.037
H  -2.945  5.605  -7.309
H  -2.915  2.969  -4.798
H  -2.236  1.832  -2.749
H  -2.700  -1.091  -0.533
H  -1.606  -1.642  2.778
H  -2.719  -2.146  1.468
H  0.679  -2.044  2.400
H  2.383  -3.346  1.147
H  1.137  -4.607  0.979
H  4.013  -4.912  2.382
H  2.824  -6.177  2.007
H  3.331  -4.736  5.351
H  4.069  -6.296  5.768
H  5.829  -4.621  5.666
H  5.347  -4.098  4.054
H  6.032  -5.712  4.289

These are the Löwdin partial charges, in e, on atoms 1 to 6:
1. C -0.08
2. C -0.27
3. O -0.15
4. C -0.23
5. C -0.16
6. H 0.11


Repeat the fourth record exactly.
This record from the Open Molecules 2025 dataset describes C19H23N5O4 in the gas phase at a distorted geometry. The level of theory is the ωB97M-V functional and the def2-TZVPD basis.

Kohn-Sham gap = 8.520 eV
E_LUMO = 0.01211 Ha
ΔE to the lowest compared entry with this formula, charge and spin = 42.61 kcal per mole

Positions of all 51 atoms, in Å:
C  5.392  -4.951  4.728
C  4.003  -5.528  4.993
O  3.434  -6.210  3.893
C  3.125  -5.439  2.756
C  1.982  -4.440  2.968
H  2.303  -3.635  3.633
H  1.143  -4.958  3.436
C  1.533  -3.833  1.640
N  0.478  -2.868  1.840
C  -0.751  -3.009  1.325
O  -1.114  -3.922  0.617
C  -1.697  -1.852  1.709
N  -1.361  -0.642  0.983
C  -1.976  -0.364  -0.191
N  -1.781  0.671  -0.931
C  -0.865  1.544  -0.449
N  -0.452  2.718  -0.979
N  0.479  3.285  -0.191
C  0.678  2.498  0.836
C  -0.149  1.359  0.748
C  -0.355  0.184  1.532
O  0.223  -0.150  2.554
H  1.383  2.755  1.600
C  -0.855  3.355  -2.160
C  -1.800  2.784  -3.002
C  -2.179  3.435  -4.162
C  -1.619  4.665  -4.495
C  -0.669  5.232  -3.641
C  -0.289  4.587  -2.487
H  0.443  5.017  -1.824
H  -0.242  6.184  -3.910
O  -1.921  5.385  -5.607
C  -2.870  4.869  -6.510
H  -2.546  3.912  -6.930
H  -3.849  4.747  -6.037
H  -2.945  5.605  -7.309
H  -2.915  2.969  -4.798
H  -2.236  1.832  -2.749
H  -2.700  -1.091  -0.533
H  -1.606  -1.642  2.778
H  -2.719  -2.146  1.468
H  0.679  -2.044  2.400
H  2.383  -3.346  1.147
H  1.137  -4.607  0.979
H  4.013  -4.912  2.382
H  2.824  -6.177  2.007
H  3.331  -4.736  5.351
H  4.069  -6.296  5.768
H  5.829  -4.621  5.666
H  5.347  -4.098  4.054
H  6.032  -5.712  4.289

These are the Löwdin partial charges, in e, on atoms 1 to 6:
1. C -0.08
2. C -0.27
3. O -0.15
4. C -0.23
5. C -0.16
6. H 0.11